[1]
Below is one molecule with the formula C8H6BrF3O at a distorted geometry, with properties calculated with ωB97M-V/def2-TZVPD.

The value obtained for the HOMO energy is -9.126 eV. As for the relative energy (zero: lowest compared OMol25 entry of this formula, charge and spin): 0.00 kcal/mol. For the lowest unoccupied orbital energy, the calculation gives -1.10 eV. The total energy is -3257.2074 a.u. As for the structure (SMILES): O=C/C=C/C=C\C=C(/Br)C(F)(F)F.

CARTESIAN COORDINATES (ANGSTROEM)
O (1.366, -3.446, 0.607)
C (1.797, -2.450, 0.058)
C (1.442, -1.043, 0.365)
C (2.126, -0.030, -0.190)
C (1.651, 1.267, 0.160)
C (0.413, 1.641, 0.486)
C (-0.614, 0.874, -0.135)
C (-1.833, 0.744, 0.271)
Br (-2.548, 1.592, 1.806)
C (-2.868, 0.109, -0.607)
F (-3.200, -1.162, -0.283)
F (-3.929, 0.889, -0.595)
F (-2.453, -0.038, -1.864)
H (2.529, -2.770, -0.702)
H (0.775, -0.895, 1.225)
H (2.907, -0.133, -0.870)
H (2.476, 2.010, 0.115)
H (0.202, 2.576, 1.084)
H (-0.240, 0.265, -0.932)

Formally, the natural (NBO) partial charges of the atoms, in units of the elementary charge, are as follows: atom 1 (O): -0.508, atom 2 (C): 0.361, atom 3 (C): -0.268, atom 4 (C): -0.176, atom 5 (C): -0.186, atom 6 (C): -0.203, atom 7 (C): -0.224, atom 8 (C): -0.172, atom 9 (Br): 0.087, atom 10 (C): 0.941, atom 11 (F): -0.324, atom 12 (F): -0.306, atom 13 (F): -0.320, atom 14 (H): 0.127, atom 15 (H): 0.238, atom 16 (H): 0.223, atom 17 (H): 0.214, atom 18 (H): 0.247, atom 19 (H): 0.248


[2]
Below is C30H36BLaN11O2S as an isolated structure, with properties calculated with ωB97M-V/def2-TZVPD.

The charge is +2. The value obtained for the HOMO energy (spin up / spin down) is -13.486 / -13.486 eV. As for the relative energy (zero: lowest compared OMol25 entry of this formula, charge and spin): 2.73 kcal/mol. For the lowest unoccupied orbital energy (spin up / spin down), the calculation gives -4.99 / -7.71 eV. The total energy is -2371.9081 a.u. The spin multiplicity is 2.

CARTESIAN COORDINATES (ANGSTROEM)
La (-0.100, 0.568, -0.055)
C (1.312, 2.294, 2.050)
C (-0.146, 2.479, 2.205)
C (-0.456, 3.719, 1.748)
C (0.779, 4.353, 1.315)
C (1.839, 3.433, 1.490)
H (1.865, 1.408, 2.334)
H (-0.826, 1.752, 2.630)
H (-1.428, 4.188, 1.738)
H (0.865, 5.371, 0.967)
H (2.883, 3.621, 1.289)
C (-0.090, -3.791, -1.744)
C (0.506, -2.559, -1.505)
N (-0.227, -1.844, -0.650)
N (-1.296, -2.606, -0.304)
C (-1.235, -3.772, -0.969)
B (-2.304, -2.186, 0.846)
N (-3.170, -0.949, 0.436)
C (-4.498, -0.778, 0.317)
C (-4.773, 0.573, 0.217)
C (-3.528, 1.181, 0.288)
N (-2.557, 0.273, 0.404)
N (-1.462, -1.759, 2.110)
C (-1.666, -2.187, 3.368)
C (-0.769, -1.558, 4.207)
C (-0.042, -0.730, 3.363)
N (-0.459, -0.841, 2.098)
N (-3.096, -3.414, 1.207)
C (-2.594, -4.604, 1.639)
C (-3.641, -5.421, 1.962)
C (-4.780, -4.642, 1.683)
N (-4.456, -3.452, 1.227)
H (0.247, -4.583, -2.388)
H (1.408, -2.131, -1.918)
H (-2.002, -4.515, -0.836)
H (-5.146, -1.635, 0.359)
H (-5.742, 1.031, 0.133)
H (-3.272, 2.230, 0.260)
H (-2.434, -2.912, 3.574)
H (-0.669, -1.685, 5.270)
H (0.770, -0.064, 3.610)
H (-1.531, -4.774, 1.701)
H (-3.593, -6.427, 2.341)
H (-5.821, -4.901, 1.789)
C (3.682, 3.756, -2.522)
N (3.962, 2.827, -1.431)
C (4.995, 2.955, -0.522)
C (4.954, 1.877, 0.283)
N (3.882, 1.096, -0.134)
C (3.279, 1.693, -1.198)
S (1.947, 1.160, -2.116)
C (3.680, -0.245, 0.317)
C (4.801, -1.053, 0.405)
C (4.640, -2.339, 0.894)
C (3.373, -2.754, 1.257)
C (2.313, -1.877, 1.106)
N (2.444, -0.621, 0.642)
H (4.396, 4.571, -2.458)
H (2.668, 4.136, -2.423)
H (3.787, 3.242, -3.475)
H (5.657, 3.801, -0.541)
H (5.565, 1.584, 1.117)
H (5.764, -0.685, 0.083)
H (5.491, -3.001, 0.981)
H (3.185, -3.743, 1.648)
H (1.312, -2.177, 1.370)
C (-0.264, 3.887, -1.776)
O (-1.071, 2.768, -1.400)
C (-2.056, 2.491, -2.414)
C (-1.507, 1.498, -3.396)
O (-1.225, 0.300, -2.670)
C (-1.038, -0.800, -3.575)
H (-0.857, 4.802, -1.723)
H (0.141, 3.754, -2.781)
H (0.574, 3.941, -1.084)
H (-2.357, 3.424, -2.895)
H (-2.924, 2.068, -1.916)
H (-0.598, 1.854, -3.895)
H (-2.256, 1.298, -4.166)
H (-1.750, -0.722, -4.396)
H (-1.229, -1.717, -3.031)
H (-0.019, -0.800, -3.972)

Formally, the Löwdin partial charges of the atoms, in units of the elementary charge, are as follows: atom 1 (La): 1.925, atom 2 (C): -0.136, atom 3 (C): -0.180, atom 4 (C): -0.066, atom 5 (C): -0.009, atom 6 (C): -0.093, atom 7 (H): 0.086, atom 8 (H): 0.092, atom 9 (H): 0.124, atom 10 (H): 0.126, atom 11 (H): 0.101, atom 12 (C): -0.019, atom 13 (C): -0.174, atom 14 (N): -0.138, atom 15 (N): 0.031, atom 16 (C): -0.038, atom 17 (B): -0.606, atom 18 (N): 0.033, atom 19 (C): -0.031, atom 20 (C): -0.015, atom 21 (C): -0.162, atom 22 (N): -0.113, atom 23 (N): 0.017, atom 24 (C): -0.030, atom 25 (C): -0.013, atom 26 (C): -0.155, atom 27 (N): -0.111, atom 28 (N): -0.036, atom 29 (C): -0.122, atom 30 (C): -0.037, atom 31 (C): -0.123, atom 32 (N): 0.072, atom 33 (H): 0.114, atom 34 (H): 0.112, atom 35 (H): 0.135, atom 36 (H): 0.107, atom 37 (H): 0.111, atom 38 (H): 0.111, atom 39 (H): 0.134, atom 40 (H): 0.111, atom 41 (H): 0.105, atom 42 (H): 0.131, atom 43 (H): 0.104, atom 44 (H): 0.114, atom 45 (C): 0.004, atom 46 (N): -0.104, atom 47 (C): -0.014, atom 48 (C): -0.022, atom 49 (N): 0.001, atom 50 (C): -0.697, atom 51 (S): 0.630, atom 52 (C): -0.269, atom 53 (C): 0.027, atom 54 (C): -0.008, atom 55 (C): -0.012, atom 56 (C): -0.127, atom 57 (N): 0.059, atom 58 (H): 0.104, atom 59 (H): 0.077, atom 60 (H): 0.103, atom 61 (H): 0.141, atom 62 (H): 0.141, atom 63 (H): 0.129, atom 64 (H): 0.130, atom 65 (H): 0.124, atom 66 (H): 0.087, atom 67 (C): -0.093, atom 68 (O): -0.341, atom 69 (C): -0.163, atom 70 (C): -0.189, atom 71 (O): -0.311, atom 72 (C): -0.054, atom 73 (H): 0.114, atom 74 (H): 0.090, atom 75 (H): 0.053, atom 76 (H): 0.147, atom 77 (H): 0.110, atom 78 (H): 0.128, atom 79 (H): 0.143, atom 80 (H): 0.104, atom 81 (H): 0.070, atom 82 (H): 0.100


[3]
Below is a 8-piece molecular cluster, C28H60N4O12S4 overall at a distorted geometry, with properties calculated with ωB97M-V/def2-TZVPD.

The value obtained for the HOMO energy is -9.472 eV. As for the relative energy (zero: lowest compared OMol25 entry of this formula, charge and spin): 104.16 kcal/mol. For the lowest unoccupied orbital energy, the calculation gives 0.12 eV. The total energy is -3817.4175 a.u. As for the structure (SMILES): O=S1(=O)CCCC1.O=S1(=O)CCCC1.O=S1(=O)CCCC1.O=S1(=O)CCCC1.CNC(C)=O.CNC(C)=O.CNC(C)=O.CNC(C)=O.

CARTESIAN COORDINATES (ANGSTROEM)
O (9.177, 0.865, -4.867)
S (8.121, 0.995, -3.869)
O (6.789, 0.473, -4.114)
C (8.631, 0.107, -2.329)
C (8.017, 0.854, -1.161)
C (8.213, 2.344, -1.489)
C (8.072, 2.653, -3.007)
H (9.710, 0.242, -2.254)
H (8.399, -0.954, -2.418)
H (6.947, 0.693, -1.032)
H (8.353, 0.530, -0.176)
H (9.214, 2.625, -1.162)
H (7.535, 2.997, -0.940)
H (8.923, 3.203, -3.408)
H (7.132, 3.016, -3.423)
O (-5.872, 0.806, 0.455)
S (-6.411, 0.774, -0.899)
O (-5.590, 0.151, -1.898)
C (-8.107, 0.084, -0.839)
C (-9.079, 1.015, -1.620)
C (-8.549, 2.439, -1.359)
C (-7.040, 2.410, -1.473)
H (-8.501, 0.244, 0.164)
H (-8.190, -1.001, -0.890)
H (-9.148, 0.816, -2.690)
H (-10.136, 0.920, -1.374)
H (-8.912, 2.786, -0.392)
H (-9.117, 3.039, -2.070)
H (-6.488, 3.263, -1.080)
H (-6.901, 2.423, -2.554)
O (6.911, -1.612, 5.644)
S (5.890, -1.358, 4.662)
O (5.920, -1.905, 3.235)
C (4.232, -1.656, 5.413)
C (3.879, -0.332, 6.052)
C (4.175, 0.667, 4.954)
C (5.651, 0.476, 4.532)
H (4.366, -2.462, 6.134)
H (3.473, -1.907, 4.671)
H (2.853, -0.277, 6.416)
H (4.621, -0.180, 6.835)
H (3.909, 1.668, 5.294)
H (3.528, 0.420, 4.112)
H (6.464, 0.926, 5.102)
H (5.747, 0.679, 3.466)
O (-1.565, 4.692, -4.950)
S (-1.162, 4.662, -3.543)
O (-2.182, 4.884, -2.512)
C (-0.117, 3.055, -3.189)
C (1.415, 3.493, -3.225)
C (1.467, 5.005, -3.669)
C (0.238, 5.841, -3.312)
H (-0.374, 2.225, -3.847)
H (-0.466, 2.628, -2.249)
H (1.821, 3.328, -2.227)
H (1.986, 2.825, -3.870)
H (1.506, 4.883, -4.751)
H (2.368, 5.516, -3.330)
H (0.067, 6.724, -3.928)
H (0.226, 6.184, -2.277)
C (-0.553, -2.008, -0.759)
N (0.798, -2.211, -1.273)
C (1.886, -1.632, -0.800)
C (3.187, -2.042, -1.499)
O (1.880, -0.750, 0.075)
H (-0.659, -2.521, 0.197)
H (-1.277, -2.374, -1.487)
H (-0.698, -0.981, -0.423)
H (0.891, -2.863, -2.039)
H (3.937, -1.978, -0.710)
H (3.298, -1.327, -2.314)
H (3.232, -3.026, -1.965)
C (-0.504, 2.060, 8.033)
N (-0.837, 1.595, 6.705)
C (-1.097, 2.320, 5.655)
C (-1.409, 1.523, 4.390)
O (-1.120, 3.501, 5.847)
H (-1.387, 2.576, 8.411)
H (0.320, 2.761, 7.899)
H (-0.375, 1.239, 8.738)
H (-0.818, 0.586, 6.657)
H (-1.842, 0.531, 4.515)
H (-0.564, 1.488, 3.702)
H (-2.140, 1.942, 3.698)
C (0.267, -3.652, -5.687)
N (-0.721, -4.694, -5.497)
C (-0.743, -5.521, -4.422)
C (-1.984, -6.429, -4.384)
O (0.179, -5.577, -3.610)
H (1.184, -3.726, -5.103)
H (-0.112, -2.646, -5.507)
H (0.577, -3.591, -6.730)
H (-1.574, -4.652, -6.036)
H (-2.261, -6.558, -3.338)
H (-1.835, -7.406, -4.843)
H (-2.875, -6.042, -4.880)
C (-5.703, -4.312, 0.859)
N (-5.920, -3.284, 1.908)
C (-7.049, -2.995, 2.550)
C (-6.925, -1.910, 3.640)
O (-8.085, -3.742, 2.418)
H (-5.459, -3.924, -0.130)
H (-6.559, -4.986, 0.875)
H (-4.843, -4.887, 1.203)
H (-5.060, -2.860, 2.225)
H (-7.056, -2.283, 4.656)
H (-7.707, -1.163, 3.511)
H (-5.926, -1.476, 3.595)

These are the Löwdin partial charges, in e, on atoms 1 to 99: atom 1 (O): -0.344, atom 2 (S): 0.700, atom 3 (O): -0.342, atom 4 (C): -0.226, atom 5 (C): -0.231, atom 6 (C): -0.210, atom 7 (C): -0.185, atom 8 (H): 0.101, atom 9 (H): 0.107, atom 10 (H): 0.110, atom 11 (H): 0.116, atom 12 (H): 0.109, atom 13 (H): 0.109, atom 14 (H): 0.094, atom 15 (H): 0.091, atom 16 (O): -0.347, atom 17 (S): 0.681, atom 18 (O): -0.327, atom 19 (C): -0.213, atom 20 (C): -0.217, atom 21 (C): -0.236, atom 22 (C): -0.207, atom 23 (H): 0.096, atom 24 (H): 0.104, atom 25 (H): 0.107, atom 26 (H): 0.113, atom 27 (H): 0.114, atom 28 (H): 0.115, atom 29 (H): 0.110, atom 30 (H): 0.104, atom 31 (O): -0.333, atom 32 (S): 0.745, atom 33 (O): -0.386, atom 34 (C): -0.229, atom 35 (C): -0.244, atom 36 (C): -0.227, atom 37 (C): -0.195, atom 38 (H): 0.102, atom 39 (H): 0.107, atom 40 (H): 0.118, atom 41 (H): 0.117, atom 42 (H): 0.116, atom 43 (H): 0.118, atom 44 (H): 0.100, atom 45 (H): 0.091, atom 46 (O): -0.355, atom 47 (S): 0.724, atom 48 (O): -0.363, atom 49 (C): -0.160, atom 50 (C): -0.183, atom 51 (C): -0.225, atom 52 (C): -0.223, atom 53 (H): 0.084, atom 54 (H): 0.081, atom 55 (H): 0.099, atom 56 (H): 0.102, atom 57 (H): 0.108, atom 58 (H): 0.108, atom 59 (H): 0.103, atom 60 (H): 0.099, atom 61 (C): -0.056, atom 62 (N): 0.008, atom 63 (C): -0.566, atom 64 (C): 0.002, atom 65 (O): 0.002, atom 66 (H): 0.080, atom 67 (H): 0.084, atom 68 (H): 0.079, atom 69 (H): 0.127, atom 70 (H): 0.081, atom 71 (H): 0.083, atom 72 (H): 0.073, atom 73 (C): -0.062, atom 74 (N): -0.027, atom 75 (C): -0.599, atom 76 (C): 0.004, atom 77 (O): 0.064, atom 78 (H): 0.086, atom 79 (H): 0.090, atom 80 (H): 0.085, atom 81 (H): 0.129, atom 82 (H): 0.071, atom 83 (H): 0.079, atom 84 (H): 0.079, atom 85 (C): -0.079, atom 86 (N): 0.003, atom 87 (C): -0.535, atom 88 (C): -0.005, atom 89 (O): 0.022, atom 90 (H): 0.082, atom 91 (H): 0.077, atom 92 (H): 0.078, atom 93 (H): 0.131, atom 94 (H): 0.079, atom 95 (H): 0.082, atom 96 (H): 0.068, atom 97 (C): -0.043, atom 98 (N): -0.002, atom 99 (C): -0.500


[4]
Below is a 3-piece molecular cluster, C4H12O3 overall at a distorted geometry, with properties calculated with ωB97M-V/def2-TZVPD.

The value obtained for the HOMO energy is -9.695 eV. As for the relative energy (zero: lowest compared OMol25 entry of this formula, charge and spin): 59.69 kcal/mol. For the lowest unoccupied orbital energy, the calculation gives 0.61 eV. The total energy is -385.2266 a.u. As for the structure (SMILES): C/C=C/CO.O.O.

CARTESIAN COORDINATES (ANGSTROEM)
C (-0.527, 1.321, 1.471)
C (-0.022, 0.456, 0.441)
C (-0.409, -0.830, 0.189)
C (0.307, -1.684, -0.800)
O (1.503, -2.281, -0.233)
H (-1.517, 1.852, 1.294)
H (0.194, 2.148, 1.633)
H (-0.615, 0.957, 2.569)
H (0.610, 0.928, -0.314)
H (-0.935, -1.472, 0.873)
H (-0.218, -2.596, -1.272)
H (0.328, -1.071, -1.654)
H (2.120, -1.616, 0.036)
O (-2.945, 0.374, -1.757)
H (-2.751, 0.523, -2.759)
H (-2.687, -0.433, -1.286)
O (2.746, 1.231, 0.190)
H (2.348, 0.407, 0.368)
H (2.470, 1.785, 1.012)

Formally, the natural (NBO) partial charges of the atoms, in units of the elementary charge, are as follows: atom 1 (C): -0.672, atom 2 (C): -0.194, atom 3 (C): -0.229, atom 4 (C): -0.121, atom 5 (O): -0.706, atom 6 (H): 0.249, atom 7 (H): 0.206, atom 8 (H): 0.225, atom 9 (H): 0.220, atom 10 (H): 0.198, atom 11 (H): 0.189, atom 12 (H): 0.170, atom 13 (H): 0.456, atom 14 (O): -0.991, atom 15 (H): 0.498, atom 16 (H): 0.494, atom 17 (O): -0.921, atom 18 (H): 0.456, atom 19 (H): 0.471


What did the first record say?
Below is one molecule with the formula C8H6BrF3O at a distorted geometry, with properties calculated with ωB97M-V/def2-TZVPD.

The value obtained for the HOMO energy is -9.126 eV. As for the relative energy (zero: lowest compared OMol25 entry of this formula, charge and spin): 0.00 kcal/mol. For the lowest unoccupied orbital energy, the calculation gives -1.10 eV. The total energy is -3257.2074 a.u. As for the structure (SMILES): O=C/C=C/C=C\C=C(/Br)C(F)(F)F.

CARTESIAN COORDINATES (ANGSTROEM)
O (1.366, -3.446, 0.607)
C (1.797, -2.450, 0.058)
C (1.442, -1.043, 0.365)
C (2.126, -0.030, -0.190)
C (1.651, 1.267, 0.160)
C (0.413, 1.641, 0.486)
C (-0.614, 0.874, -0.135)
C (-1.833, 0.744, 0.271)
Br (-2.548, 1.592, 1.806)
C (-2.868, 0.109, -0.607)
F (-3.200, -1.162, -0.283)
F (-3.929, 0.889, -0.595)
F (-2.453, -0.038, -1.864)
H (2.529, -2.770, -0.702)
H (0.775, -0.895, 1.225)
H (2.907, -0.133, -0.870)
H (2.476, 2.010, 0.115)
H (0.202, 2.576, 1.084)
H (-0.240, 0.265, -0.932)

Formally, the natural (NBO) partial charges of the atoms, in units of the elementary charge, are as follows: atom 1 (O): -0.508, atom 2 (C): 0.361, atom 3 (C): -0.268, atom 4 (C): -0.176, atom 5 (C): -0.186, atom 6 (C): -0.203, atom 7 (C): -0.224, atom 8 (C): -0.172, atom 9 (Br): 0.087, atom 10 (C): 0.941, atom 11 (F): -0.324, atom 12 (F): -0.306, atom 13 (F): -0.320, atom 14 (H): 0.127, atom 15 (H): 0.238, atom 16 (H): 0.223, atom 17 (H): 0.214, atom 18 (H): 0.247, atom 19 (H): 0.248


The highest relative energy (zero: lowest compared OMol25 entry of this formula, charge and spin) belongs to which entry? C28H60N4O12S4


The highest relative energy (zero: lowest compared OMol25 entry of this formula, charge and spin) belongs to which entry? C28H60N4O12S4